{"formula": "C2H2ClNO2", "method": "wB97M-V/def2-TZVPD", "elements": ["O", "N", "C", "C", "O", "Cl", "H", "H"], "xyz": [[-1.73, -0.44, 1.35], [-1.28, 0.31, 0.52], [-0.36, -0.25, -0.40], [1.01, 0.40, -0.14], [1.50, 1.27, -0.92], [1.72, -0.02, 1.29], [-0.55, 0.08, -1.53], [-0.31, -1.36, -0.19]], "orbital_gap_ev": 8.94, "e_above_lowest_kj_mol": 282.7, "smiles": "O=NCC(=O)Cl", "lumo_ev": -1.018, "homo_ha": -0.3658}

***

{"formula": "C2H2ClNS", "method": "wB97M-V/def2-TZVPD", "elements": ["C", "C", "Cl", "H", "N", "S", "H"], "xyz": [[0.71, 0.80, -0.93], [1.12, 0.79, 0.21], [1.64, 0.78, 1.77], [0.52, 0.62, -1.96], [-1.04, -1.09, -0.06], [-1.23, -1.30, 1.48], [-1.70, -0.60, -0.50]], "orbital_gap_ev": [7.38, 7.33], "e_above_lowest_kj_mol": 331.5, "smiles": "C#CCl.N=S", "lumo_ev": [-1.120, -1.116], "homo_ha": [-0.3124, -0.3103]}

***

{"formula": "C2H2ClO2P", "method": "wB97M-V/def2-TZVPD", "elements": ["C", "C", "O", "O", "P", "Cl", "H", "H"], "xyz": [[-0.21, -0.82, -0.08], [-1.30, -0.11, -0.61], [0.78, -0.10, 0.31], [-1.23, 1.07, -0.86], [1.33, 1.34, 0.40], [3.00, 1.00, 1.49], [-0.19, -1.73, 0.37], [-2.18, -0.67, -1.03]], "orbital_gap_ev": [7.79, 6.91], "e_above_lowest_kj_mol": 259.4, "lumo_ev": [-1.017, -1.278], "homo_ha": [-0.3237, -0.3007]}

***

{"formula": "C2H2F2HgLiO", "method": "wB97M-V/def2-TZVPD", "elements": ["F", "C", "C", "O", "H", "H", "Hg", "Li", "F"], "xyz": [[0.89, -0.15, 2.28], [0.66, 0.83, -0.14], [-0.02, -0.11, -0.86], [-1.33, -0.20, -0.85], [0.26, 1.71, 0.40], [0.57, -0.95, -1.26], [-2.79, -0.89, -1.64], [1.78, 1.46, -2.07], [2.07, 0.83, -0.30]], "orbital_gap_ev": [4.78, 4.36], "spin_multiplicity": 2, "lumo_ev": [-1.835, -2.223], "homo_ha": [-0.2430, -0.2418], "s2": 0.75}

***

{"formula": "C2H2F2I2O", "method": "wB97M-V/def2-TZVPD", "elements": ["C", "C", "O", "F", "F", "I", "I", "H", "H"], "xyz": [[-0.80, -0.65, 0.39], [0.44, 0.87, -0.64], [-0.28, -0.57, 1.62], [-0.27, 1.95, -0.39], [0.36, 0.75, -1.99], [-0.80, -2.40, -0.85], [2.48, 0.80, -0.04], [-1.80, -0.03, 0.35], [0.66, -0.71, 1.54]], "orbital_gap_ev": [8.57, 8.57], "e_above_lowest_kj_mol": 226.3, "lumo_ev": [-0.336, -0.336], "homo_ha": [-0.3272, -0.3272]}

***

{"formula": "C2H2F2O3", "method": "wB97M-V/def2-TZVPD", "elements": ["C", "C", "O", "O", "O", "F", "F", "H", "H"], "xyz": [[-1.06, 0.37, 0.28], [0.41, 0.27, -0.04], [-2.14, 0.76, 0.34], [0.85, -0.88, -0.53], [1.03, 0.93, 0.88], [-1.39, -1.65, -0.09], [0.31, 1.18, -1.25], [0.08, -1.53, -0.79], [1.93, 0.56, 1.20]], "orbital_gap_ev": 10.65, "e_above_lowest_kj_mol": 288.5, "lumo_ev": -0.922, "homo_ha": -0.4252}

***

{"formula": "C2H2F2P", "method": "wB97M-V/def2-TZVPD", "elements": ["C", "C", "F", "F", "P", "H", "H"], "xyz": [[0.44, 0.48, -0.24], [1.40, 0.37, 0.53], [-1.64, -0.33, 1.09], [-1.70, -0.59, -1.88], [-0.61, -1.16, 0.28], [-0.11, 1.04, -0.98], [2.21, 0.20, 1.20]], "orbital_gap_ev": [7.67, 9.04], "e_above_lowest_kj_mol": 424.2, "lumo_ev": [-8.496, -8.535], "charge": 1, "homo_ha": [-0.5943, -0.6459]}

***

{"formula": "C2H2F2S", "method": "wB97M-V/def2-TZVPD", "elements": ["F", "C", "S", "C", "F", "H", "H"], "xyz": [[1.51, 1.08, 1.38], [0.72, 0.14, 0.72], [1.59, -1.28, 0.03], [0.80, 0.14, -0.74], [1.45, 1.14, -1.41], [-0.13, 0.05, 1.23], [-0.02, 0.02, -1.36]], "orbital_gap_ev": 10.98, "e_above_lowest_kj_mol": 65.7, "smiles": "F[C@@H]1S[C@@H]1F", "lumo_ev": 0.811, "homo_ha": -0.3738}

***

{"formula": "C2H2F3N2", "method": "wB97M-V/def2-TZVPD", "elements": ["C", "C", "N", "N", "F", "F", "F", "H", "H"], "xyz": [[-1.49, -0.31, -0.48], [2.55, 0.18, 0.59], [-3.90, -0.11, -0.68], [-2.78, -0.20, -0.63], [3.77, 0.25, 0.32], [1.63, 0.85, -0.04], [2.25, -0.13, 1.83], [-1.09, -1.21, -0.68], [-0.94, 0.69, -0.24]], "orbital_gap_ev": 3.08, "e_above_lowest_kj_mol": 347.2, "lumo_ev": -8.919, "charge": 1, "homo_ha": -0.4410}

***

{"formula": "C2H2F3NO2", "method": "wB97M-V/def2-TZVPD", "elements": ["C", "C", "N", "O", "O", "F", "F", "F", "H", "H"], "xyz": [[0.15, 0.97, -0.02], [0.40, -1.08, 1.46], [-0.54, 0.53, -0.99], [0.64, 1.94, 0.46], [-0.84, 1.37, -2.15], [1.67, -0.93, 1.83], [0.28, -2.25, 0.80], [-0.38, -0.90, 2.64], [-0.81, -0.41, -1.16], [-0.57, 0.76, -2.88]], "orbital_gap_ev": [8.15, 8.74], "e_above_lowest_kj_mol": 513.9, "lumo_ev": [-0.649, -0.558], "homo_ha": [-0.3234, -0.3418]}

***

{"formula": "C2H2F3NO4STb", "method": "wB97M-V/def2-TZVPD", "elements": ["O", "C", "O", "Tb", "H", "N", "S", "O", "O", "C", "F", "F", "F", "H"], "xyz": [[-3.47, 0.17, -0.06], [-3.94, -0.90, 0.63], [-3.05, -1.92, 0.72], [-1.46, -0.70, -0.15], [0.17, 1.83, -1.35], [0.21, 0.88, -0.90], [1.27, 0.66, 0.23], [1.75, 1.81, 1.00], [0.70, -0.50, 0.99], [2.83, -0.03, -0.51], [3.37, 0.88, -1.31], [2.56, -1.12, -1.22], [3.69, -0.35, 0.44], [-4.63, -0.72, 1.48]], "orbital_gap_ev": [7.82, 6.18], "e_above_lowest_kj_mol": 0.0, "spin_multiplicity": 8, "lumo_ev": [-0.266, -0.417], "homo_ha": [-0.2972, -0.2426], "s2": 15.82}

***

{"formula": "C2H2F3NO4STb", "method": "wB97M-V/def2-TZVPD", "elements": ["O", "C", "O", "Tb", "H", "N", "S", "O", "O", "C", "F", "F", "F", "H"], "xyz": [[-3.27, -0.19, -0.63], [-3.72, -0.68, 0.55], [-2.99, -1.74, 0.97], [-1.33, -1.18, -0.35], [-0.33, 1.83, -0.61], [0.05, 0.80, -0.59], [1.21, 0.38, 0.37], [1.61, 1.27, 1.46], [0.86, -1.04, 0.73], [2.79, 0.19, -0.61], [3.15, 1.38, -1.07], [2.60, -0.63, -1.63], [3.75, -0.28, 0.16], [-4.38, -0.11, 1.24]], "orbital_gap_ev": [8.04, 6.05], "e_above_lowest_kj_mol": 12.3, "spin_multiplicity": 8, "lumo_ev": [-0.003, -0.444], "homo_ha": [-0.2957, -0.2387], "s2": 15.84}

***

Number 1: total energy -20210.683 eV. Number 2: total energy -26949.416 eV. Number 3: total energy -28010.727 eV. Number 4: total energy -13962.508 eV. Number 5: total energy -25787.413 eV. Number 6: total energy -13681.382 eV. Number 7: total energy -16816.796 eV. Number 8: total energy -18375.108 eV. Number 9: total energy -13225.479 eV. Number 10: total energy -15839.122 eV. Number 11: total energy -53208.253 eV. Number 12: total energy -53208.126 eV.